[1]
This record from OMol25 describes a molecular structure, C32H32F5IrO6S3SiTe. The level of theory is ωB97M-V with the def2-TZVPD basis set.

Properties
**Calculated total energy**: -110081.938 eV
**Charge**: +1
**Multiplicity**: 6
**Gap between HOMO and LUMO (spin up / spin down)**: 6.58 / 4.20 eV

Geometry (Å):
1 Ir 0.6286 1.1841 -0.0145
2 C 4.0942 2.3057 -0.5144
3 C 3.4242 3.5923 -0.0322
4 S 1.6315 3.6251 -0.3197
5 C 1.0621 4.3796 1.2149
6 C 1.0971 3.5394 2.5075
7 S 1.1210 1.7304 2.3776
8 C 2.9196 1.4309 2.5396
9 C 3.4973 0.4387 1.5454
10 S 3.2144 0.7630 -0.2089
11 H 4.2038 2.3331 -1.5997
12 H 5.1026 2.2411 -0.1015
13 H 3.5992 3.7576 1.0282
14 H 3.8631 4.4371 -0.5637
15 H 1.6251 5.3016 1.3665
16 H 0.0362 4.6571 0.9952
17 H 1.9456 3.8151 3.1331
18 H 0.2050 3.7758 3.0864
19 H 3.4232 2.3921 2.4760
20 H 3.0935 1.0461 3.5453
21 H 4.5699 0.3360 1.7224
22 H 3.0367 -0.5381 1.6738
23 O 1.2425 -0.9445 0.2852
24 Si 0.6866 -2.4033 0.3280
25 C 0.9980 -3.4233 -1.2263
26 C 1.6880 -2.8059 -2.2872
27 C 1.7432 -3.4269 -3.5151
28 C 1.1797 -4.6920 -3.6802
29 C 0.5574 -5.3424 -2.6205
30 C 0.4988 -4.7298 -1.3855
31 C -0.8387 -2.8432 1.2547
32 C -1.9966 -3.3138 0.6347
33 C -3.1480 -3.5544 1.3678
34 C -3.1598 -3.3242 2.7352
35 C -2.0188 -2.8510 3.3703
36 C -0.8735 -2.6076 2.6331
37 C 2.1461 -3.5839 0.8988
38 C 3.4613 -3.2307 0.5816
39 C 4.5176 -3.9049 1.1690
40 C 4.2647 -4.9698 2.0254
41 C 2.9592 -5.3656 2.2924
42 C 1.8987 -4.7003 1.7023
43 H 2.0930 -1.8115 -2.1441
44 H 2.2137 -2.9341 -4.3551
45 H 1.2390 -5.1793 -4.6448
46 H 0.1356 -6.3280 -2.7635
47 H 0.0351 -5.2337 -0.5465
48 H -2.0096 -3.4671 -0.4378
49 H -4.0422 -3.9059 0.8707
50 H -4.0598 -3.5060 3.3081
51 H -2.0289 -2.6713 4.4375
52 H 0.0103 -2.2331 3.1406
53 H 3.6453 -2.4129 -0.1047
54 H 5.5375 -3.6177 0.9483
55 H 5.0906 -5.5078 2.4723
56 H 2.7726 -6.1999 2.9555
57 H 0.8807 -5.0075 1.9095
58 F -0.9382 -1.7184 -2.1053
59 Te -1.7480 0.0022 -1.8705
60 F 0.1650 0.3192 -2.2359
61 F -3.2020 -1.1897 -1.8548
62 F -3.3125 1.1422 -1.6898
63 F -1.9294 0.2432 -3.6911
64 O -1.3270 0.1144 -0.0871
65 O -1.2167 2.9647 0.1627
66 C -1.6568 2.9520 -0.9917
67 O -1.2055 2.2687 -1.9520
68 C -2.8978 3.7664 -1.3115
69 C -3.3073 3.8330 -2.6898
70 C -4.4512 4.4741 -3.0935
71 C -5.1972 5.0319 -2.0655
72 O -6.3470 5.6861 -2.1437
73 C -6.7450 6.0339 -0.8130
74 O -5.7072 5.5674 0.0511
75 C -4.7963 4.9582 -0.6973
76 C -3.6293 4.3292 -0.2953
77 H -2.6750 3.3178 -3.3992
78 H -4.7700 4.5198 -4.1235
79 H -7.6720 5.5167 -0.5729
80 H -6.8205 7.1162 -0.7351
81 H -3.3263 4.2405 0.7373

Atoms 1-2, force components in eV/Å:
Ir 0.4 0.0 0.7
C 0.0 0.1 0.0

[2]
This record from OMol25 describes a single C8H16FIN4O4 molecule. The level of theory is ωB97M-V with the def2-TZVPD basis set.

Properties
**Calculated total energy**: -33512.059 eV
**Charge**: 0
**Gap between HOMO and LUMO**: 5.80 eV

Geometry (Å):
1 C -2.2623 1.7067 -3.0949
2 C -1.7642 0.4093 -2.2186
3 C -0.4081 0.7927 -1.3149
4 I 1.3359 0.7159 -2.6444
5 N -0.3075 -0.2436 -0.2264
6 C 0.1174 0.2880 1.1061
7 N -0.7775 1.3902 1.7129
8 C -2.0883 0.6388 2.0025
9 C -3.0857 1.4733 3.0042
10 O -3.8763 2.5016 2.5904
11 N 1.2148 -0.0484 1.8548
12 C 2.1792 -1.0929 1.3524
13 C 3.7253 -0.8151 1.9093
14 F 4.4949 -2.0502 1.5163
15 H -1.9578 1.5202 -4.2113
16 H -1.7354 2.6558 -2.6378
17 H -3.4376 1.7838 -2.9370
18 H -1.4229 -0.4406 -2.9583
19 H -2.6041 -0.0227 -1.5158
20 H -0.5733 1.8847 -0.8707
21 H 0.1436 -1.1286 -0.5207
22 H -0.3622 1.7137 2.6116
23 H -1.7969 -0.3625 2.5800
24 H -2.7046 0.4014 1.0266
25 H -3.1609 1.1899 4.1522
26 H 1.3831 0.4102 2.7790
27 H 2.2418 -1.1845 0.1891
28 H 1.8624 -2.1208 1.8725
29 H 3.7699 -0.6302 3.0628
30 H 4.1699 0.0931 1.3199
31 N 1.9218 -2.8573 -2.8730
32 O 2.3551 -3.5760 -1.9571
33 O 1.7062 -3.3440 -3.9952
34 O 1.7042 -1.6519 -2.6666

Atoms 1-2, force components in eV/Å:
C -0.1 -0.7 0.9
C 0.9 -0.1 -0.3

[3]
This record from OMol25 describes a molecular structure, C15H31BaN5O7. The level of theory is ωB97M-V with the def2-TZVPD basis set.

Properties
**Calculated total energy**: -38527.349 eV
**Charge**: 0
**Gap between HOMO and LUMO (spin up / spin down)**: 5.29 / 5.94 eV

Geometry (Å):
1 O -2.0572 -3.9621 -2.6717
2 H -1.8705 -4.5503 -3.4220
3 Ba -0.7523 -2.0633 -1.0426
4 N 1.8427 -0.6397 -0.4837
5 N 1.5378 -3.1913 -0.1541
6 N -1.2320 0.6702 -1.7127
7 N -2.8976 -1.1009 -2.4240
8 O 1.9109 0.6580 -0.5999
9 O -0.3727 1.7222 -1.4087
10 O -3.5631 -1.9445 -3.3135
11 O 1.0520 -4.2525 0.3359
12 C 2.6967 -2.6696 0.3650
13 C 2.8788 -1.2725 0.1476
14 C -2.3496 1.1406 -2.3188
15 C -3.2901 0.1865 -2.7171
16 C 4.0503 -0.5713 0.7323
17 H 3.9529 -0.4780 1.8211
18 H 4.1392 0.4248 0.2992
19 H 4.9610 -1.1389 0.5268
20 C 3.5803 -3.5172 1.1925
21 H 3.3484 -4.5710 1.0205
22 H 3.4339 -3.2993 2.2573
23 H 4.6301 -3.3320 0.9572
24 C -2.6496 2.5643 -2.5100
25 C -4.5208 0.3650 -3.5123
26 H -1.7194 3.1146 -2.4433
27 H -3.3384 2.9288 -1.7374
28 H -3.1205 2.7306 -3.4829
29 H -5.3306 -0.2730 -3.1556
30 H -4.3931 0.1689 -4.5827
31 H -4.8213 1.3932 -3.4047
32 H 0.4684 1.2262 -1.1261
33 H -2.1127 -3.0491 -3.1831
34 C 0.4613 -1.8279 -3.1975
35 H 1.2033 -2.3563 -2.5614
36 H 0.0352 -0.7387 -3.1994
37 H 0.2044 -2.3907 -4.1354
38 O 2.6905 0.6202 -3.5175
39 H 2.1575 1.2592 -4.0493
40 H 2.4127 0.8198 -2.5857
41 O -0.8235 -0.6128 1.5204
42 C -0.6528 0.4477 2.1512
43 C -1.5179 0.8189 3.3341
44 C -0.7480 0.9171 4.6449
45 C -0.0684 2.2636 4.8563
46 C 1.0112 2.5797 3.8363
47 C 0.5066 2.6262 2.3992
48 N 0.3150 1.3214 1.8058
49 H -2.0018 1.7664 3.0768
50 H -2.2876 0.0434 3.3997
51 H -1.4749 0.7600 5.4477
52 H -0.0028 0.1119 4.7129
53 H -0.8173 3.0626 4.8489
54 H 0.3704 2.2733 5.8572
55 H 1.4307 3.5638 4.0592
56 H 1.8371 1.8674 3.9314
57 H -0.4487 3.1742 2.3645
58 H 1.2392 3.1416 1.7694
59 H 0.8766 1.0705 0.9816

Atoms 1-2, force components in eV/Å:
O 1.2 1.7 -1.6
H -0.1 -0.1 0.5

[4]
This record from OMol25 describes a single C5H10O2 molecule. The level of theory is ωB97M-V with the def2-TZVPD basis set.

Properties
**Calculated total energy**: -9441.427 eV
**Charge**: 0
**Gap between HOMO and LUMO**: 10.88 eV

Geometry (Å):
1 O -2.4831 0.2881 0.9008
2 C -1.1923 0.7764 1.1622
3 C -0.4734 0.7158 -0.1710
4 C 1.0531 0.7487 -0.0420
5 C 1.4398 -0.5368 -0.7755
6 C 0.2453 -1.4525 -0.5613
7 O -0.8459 -0.5713 -0.8072
8 H -2.2682 -0.3641 0.1924
9 H -0.6796 0.1843 1.9447
10 H -1.1320 1.8278 1.4805
11 H -0.8979 1.4880 -0.8248
12 H 1.3717 0.7055 1.0118
13 H 1.5245 1.6376 -0.4797
14 H 2.3729 -0.9595 -0.4163
15 H 1.5211 -0.3242 -1.8462
16 H 0.2008 -1.8391 0.4690
17 H 0.2458 -2.3194 -1.2370

Atoms 1-2, force components in eV/Å:
O -0.1 0.0 0.2
C 0.4 0.0 -0.2

Relative energy (zero: lowest compared OMol25 entry of this formula, charge and spin), respectively: 72.3; 161.7; 0.0; 37.3 kcal/mol.